(1)
Formula: C40H36F5N4O
Source: the OMol25 dataset
Level of theory: wB97M-V/def2-TZVPD

```
86
C40H36F5N4O | the OMol25 dataset | wB97M-V/def2-TZVPD
C -3.28003 6.17929 1.54008
C -3.04478 4.70065 1.65561
C -2.81935 3.93255 0.51522
C -2.62543 2.54897 0.57097
C -2.52123 1.82551 -0.74152
C -2.56114 1.92493 1.83656
N -2.55863 0.50032 1.98683
C -1.74710 -0.43068 1.19172
N -2.66436 -1.55132 1.02445
C -1.96910 -2.75227 0.83721
C -0.62974 -2.53610 1.13032
C -0.46873 -1.14682 1.69267
C 0.27724 -3.55296 0.85595
C -0.19541 -4.74865 0.28721
C 0.79557 -5.78963 -0.12615
C -1.57294 -4.96835 0.11210
C -2.50466 -3.96383 0.39342
C -3.97508 -4.15330 0.22642
C -3.82533 -1.34844 1.72588
C -3.75961 -0.12773 2.31337
C -2.83631 2.67750 2.99660
C -2.93850 2.03006 4.34061
C -3.04370 4.05110 2.89357
H -3.46360 6.61942 2.52572
H -2.41699 6.69555 1.09652
H -4.14814 6.39715 0.90321
H -2.81735 4.42778 -0.45888
H -2.96774 0.82462 -0.71766
H -3.05181 2.39902 -1.51610
H -1.47925 1.76328 -1.09072
H 0.42226 -0.66050 1.29224
H -1.49189 0.02965 0.24097
H -0.41567 -1.08902 2.79484
H 1.33772 -3.40413 1.05597
H 0.29847 -6.62052 -0.63648
H 1.54865 -5.36671 -0.80609
H 1.33077 -6.19326 0.74368
H -1.92812 -5.92396 -0.28264
H -4.15506 -4.97325 -0.47565
H -4.47484 -4.42081 1.16886
H -4.46234 -3.25426 -0.16179
H -4.60260 -2.09673 1.81290
H -4.53876 0.37114 2.87064
H -2.71213 2.77930 5.10784
H -3.95320 1.66384 4.55663
H -2.23859 1.19668 4.45432
H -3.21312 4.63376 3.80229
C 5.09086 -3.09980 1.18434
N 4.63150 -2.83313 -0.16874
C 5.06273 -3.54133 -1.28004
C 4.49588 -2.96813 -2.36483
N 3.70722 -1.91769 -1.91811
C 2.94787 -1.05620 -2.77804
C 3.62016 -0.32556 -3.74622
F 4.97406 -0.40218 -3.80299
C 2.93981 0.57225 -4.56154
F 3.60836 1.30712 -5.47651
C 1.57126 0.75987 -4.37607
F 0.91752 1.68256 -5.11259
C 0.88909 0.04247 -3.39095
F -0.41974 0.30174 -3.15584
C 1.57729 -0.88875 -2.62607
F 0.91623 -1.59467 -1.66657
C 3.81884 -1.82580 -0.58079
C 3.05055 -0.92554 0.28990
C 2.81013 0.41856 -0.21325
C 1.79460 1.22452 0.22514
C 1.53887 2.49704 -0.42989
C 0.60437 3.41711 0.10694
C 0.23020 4.54864 -0.60967
C 0.78424 4.80009 -1.87327
C 1.79054 3.96453 -2.36844
C 2.20147 2.85417 -1.63202
O 2.61829 -1.35519 1.38606
H 4.47449 -2.54045 1.89037
H 5.00746 -4.17503 1.38939
H 6.14542 -2.80531 1.29315
H 5.73082 -4.38134 -1.20399
H 4.56573 -3.22565 -3.40447
H 3.58840 0.78024 -0.88933
H 1.29326 1.03546 1.17527
H 0.19965 3.21067 1.10227
H -0.50731 5.23500 -0.19066
H 0.45893 5.66273 -2.45517
H 2.27114 4.17330 -3.32854
H 3.06145 2.27483 -1.97791
```

Output
Highest occupied orbital energy = -8.24 eV
HOMO-LUMO gap = 3.70 eV
Total charge = +1


(2)
Formula: C40H36N4O6PRuS4
Source: the OMol25 dataset
Level of theory: wB97M-V/def2-TZVPD

```
92
C40H36N4O6PRuS4 | the OMol25 dataset | wB97M-V/def2-TZVPD
Ru 0.37210 -0.12552 0.02995
O -0.02442 2.33403 0.26460
C -1.22907 2.90436 -0.16149
C -2.04731 1.97283 -1.00840
C -3.32009 2.37387 -1.40251
C -4.08741 1.53218 -2.17360
C -3.53738 0.31860 -2.56186
C -2.26308 0.00710 -2.14138
N -1.52546 0.79401 -1.34048
H 0.63929 2.48626 -0.44628
H -1.04342 3.81795 -0.73621
H -1.80781 3.17380 0.72418
H -3.68444 3.34723 -1.09661
H -5.09071 1.81005 -2.46966
H -4.07727 -0.37199 -3.19501
H -1.81375 -0.91754 -2.46203
C -2.00342 -4.32685 5.06469
C -0.89967 -4.45128 4.23070
C -0.69545 -3.53886 3.20700
C -1.59697 -2.48970 3.01639
C -2.72080 -2.38808 3.83001
C -2.91745 -3.30531 4.85469
P -1.14980 -1.17717 1.82439
C -2.66469 -0.14764 1.78141
C -2.80452 1.02482 2.51937
C -3.99360 1.74352 2.47124
C -5.04998 1.29685 1.69064
C -4.90932 0.13895 0.93543
C -3.72179 -0.57568 0.97807
C 0.02194 -0.22702 2.80618
C 0.18419 -0.14929 4.18737
C 1.18928 0.66418 4.68209
C 1.99968 1.39121 3.80750
C 1.83451 1.30315 2.43196
C 0.85028 0.45967 1.93105
H -2.14675 -5.02215 5.88197
H -0.19082 -5.25512 4.38219
H 0.17323 -3.62125 2.56508
H -3.43515 -1.58933 3.67843
H -3.78405 -3.21348 5.49704
H -1.98125 1.36958 3.13358
H -4.10272 2.64169 3.06684
H -5.98724 1.83906 1.67832
H -5.72577 -0.20730 0.31369
H -3.62293 -1.48820 0.39803
H -0.44895 -0.72265 4.85522
H 1.34745 0.73968 5.75067
H 2.78402 2.02281 4.20741
H 2.46887 1.87845 1.77069
O 2.29845 -1.17994 -7.37613
C 3.11110 -1.47729 -6.27373
N 2.37026 -1.60753 -5.02880
C 1.35699 -2.49873 -4.96303
O 1.10742 -3.25202 -5.89465
C 0.55749 -2.56434 -3.69258
C -0.43122 -3.52343 -3.59272
C -1.13931 -3.63068 -2.40642
C -0.84568 -2.76476 -1.37220
N 0.09299 -1.82065 -1.46073
C 0.79149 -1.74715 -2.59551
H 1.67706 -1.91729 -7.45649
H 3.81289 -0.65600 -6.15702
H 3.65701 -2.40965 -6.43386
H 2.44699 -0.86557 -4.35364
H -0.62263 -4.16688 -4.44174
H -1.90748 -4.38041 -2.27656
H -1.37206 -2.82265 -0.42859
H 1.56889 -0.99730 -2.60436
C 5.28038 -2.44512 -0.85057
O 4.19790 -2.09571 0.01181
C 3.01273 -2.67311 -0.15708
S 2.71434 -3.84082 -1.28379
S 1.83617 -2.12962 1.03006
H 5.98558 -1.62008 -0.78399
H 4.93225 -2.58321 -1.87266
H 5.74587 -3.36897 -0.50881
O 1.79795 4.85113 -2.92007
S 1.60211 3.49930 -3.34587
O 0.52269 3.21147 -4.24352
N 1.48817 2.50201 -2.02032
C 2.41055 1.58738 -2.02060
S 2.61243 0.41774 -0.78803
C 3.37228 1.67582 -3.16615
C 4.45207 0.86101 -3.45183
C 5.27000 1.20544 -4.52442
C 5.01567 2.34581 -5.27924
C 3.90864 3.14437 -5.01112
C 3.10001 2.77398 -3.95780
H 4.65137 -0.01043 -2.83864
H 6.12102 0.58346 -4.77064
H 5.68641 2.61620 -6.08406
H 3.69033 4.02469 -5.60098
```

Output
Highest occupied orbital energy (spin up / spin down) = -7.63 / -7.61 eV
HOMO-LUMO gap (spin up / spin down) = 6.76 / 7.07 eV
Multiplicity = 2


(3)
Formula: C40H37AsBrCuNO6S2
Source: the OMol25 dataset
Level of theory: wB97M-V/def2-TZVPD

```
89
C40H37AsBrCuNO6S2 | the OMol25 dataset | wB97M-V/def2-TZVPD
Cu 0.62930 -1.11294 -0.12178
Br -1.65207 -1.99119 1.26444
C -0.62553 -2.16179 2.87780
C -1.25757 -2.71593 3.95416
C -0.54548 -2.93186 5.14664
C 0.77886 -2.60969 5.21370
C 1.44519 -2.03424 4.10623
C 2.82719 -1.75816 4.15936
C 3.45390 -1.20569 3.07980
C 2.72711 -0.87595 1.92230
C 1.37980 -1.13959 1.78920
C 0.73256 -1.76070 2.89567
H -2.29960 -2.99652 3.87937
H -1.05420 -3.36884 5.99730
H 1.35048 -2.80401 6.11504
H 3.38093 -2.01317 5.05688
H 4.52380 -1.03076 3.09856
H 3.25529 -0.42521 1.09551
O 1.43587 -3.04886 -0.61975
S 2.57264 -2.29203 -1.15793
O 3.85401 -2.81880 -0.72808
O 2.44471 -0.84645 -0.95096
C 2.53918 -2.55056 -2.93214
C 3.40868 -3.50259 -3.44818
C 3.46858 -3.72153 -4.81355
C 2.65356 -2.98748 -5.66606
C 1.77744 -2.04751 -5.14797
C 1.71371 -1.81899 -3.77905
S 0.58831 -0.50000 -3.23706
O -0.37115 -0.40984 -4.31915
O 1.43464 0.65241 -3.07688
O -0.06350 -1.02508 -2.00838
H 4.03732 -4.04084 -2.75199
H 4.15208 -4.46178 -5.21232
H 2.70874 -3.14793 -6.73634
H 1.11973 -1.47225 -5.78544
C -5.30767 6.58487 2.16819
C -5.00281 5.20092 1.65388
C -4.00421 4.42000 2.21709
C -3.72428 3.14083 1.75342
C -2.59503 2.39011 2.41530
C -4.46849 2.58428 0.68712
As -3.75259 0.74871 0.16135
N -2.29399 1.36572 -0.63249
C -2.21751 2.43752 -1.44635
C -1.01693 3.19446 -1.47198
C -0.90984 4.35277 -2.21000
C -1.97131 4.81593 -2.98838
C -3.13769 4.06241 -3.02816
C -3.25997 2.90033 -2.28871
C -5.14871 -0.11596 -1.06324
C -6.42975 -0.38319 -0.56432
C -6.90251 0.15871 0.76559
C -7.32235 -1.17419 -1.28569
C -6.96040 -1.76147 -2.48583
C -7.91850 -2.62380 -3.26746
C -5.66502 -1.55325 -2.94262
C -4.75339 -0.75982 -2.25189
C -3.36381 -0.62610 -2.80265
C -5.46971 3.38094 0.11123
C -6.33404 2.94617 -1.04543
C -5.71734 4.66401 0.60053
H -4.56281 6.89875 2.90039
H -6.29076 6.61456 2.64585
H -5.31310 7.31058 1.35246
H -3.41949 4.82157 3.03996
H -2.16030 2.97706 3.22631
H -1.81958 2.16490 1.68001
H -2.94124 1.43344 2.81330
H -0.18179 2.83738 -0.88263
H 0.01778 4.91617 -2.18599
H -1.88396 5.73274 -3.56103
H -3.96468 4.39048 -3.65279
H -4.16318 2.30346 -2.34944
H -6.20750 0.88794 1.17393
H -6.99770 -0.65794 1.48653
H -7.88225 0.63049 0.66325
H -8.32278 -1.33413 -0.88894
H -8.87460 -2.71394 -2.74972
H -7.50863 -3.62644 -3.40881
H -8.10369 -2.20159 -4.25806
H -5.34710 -2.02941 -3.86622
H -3.18294 -1.35414 -3.59490
H -2.60870 -0.76686 -2.03352
H -3.17601 0.36485 -3.21952
H -6.04247 1.97511 -1.42094
H -6.26109 3.66920 -1.86108
H -7.38393 2.89630 -0.74028
H -6.49754 5.25918 0.13060
```

Output
Highest occupied orbital energy (spin up / spin down) = -1.28 / -1.28 eV
HOMO-LUMO gap (spin up / spin down) = 5.49 / 5.30 eV
Multiplicity = 2
Total charge = -2


(4)
Formula: C40H37BFN10O4S2Ti
Source: the OMol25 dataset
Level of theory: wB97M-V/def2-TZVPD

```
96
C40H37BFN10O4S2Ti | the OMol25 dataset | wB97M-V/def2-TZVPD
Ti -1.50291 2.46436 0.00099
F -1.81878 -5.34561 -0.51051
C -0.80079 -4.53913 -0.89097
C -1.01105 -3.19233 -0.98335
C 0.01755 -2.35342 -1.40284
C -0.22753 -0.89578 -1.43761
O -1.35575 -0.45194 -1.28343
C 0.96666 -0.10638 -1.67113
C 2.11594 -0.71574 -2.05304
N 2.29162 -2.05600 -2.13347
C 3.54366 -2.60768 -2.59354
C 4.83353 -1.90831 -2.31230
C 4.50807 -3.18303 -1.59364
C 1.26174 -2.90121 -1.73892
C 1.45312 -4.28230 -1.63218
C 0.43684 -5.11449 -1.19502
N 0.69656 -6.49863 -1.02930
C 1.01687 -7.29079 -2.19682
C 1.94318 -8.42799 -1.79639
N 1.26740 -9.23740 -0.72429
C 0.90349 -8.38140 0.45802
C -0.00844 -7.26237 -0.02128
C 1.03323 1.37216 -1.45756
O 1.97358 2.00899 -1.92498
O 0.13180 1.88925 -0.70103
H -1.97514 -2.76028 -0.74495
H 2.96509 -0.10235 -2.31620
H 3.45687 -3.10843 -3.55107
H 4.82976 -0.99372 -1.73727
H 5.58179 -1.93629 -3.09077
H 4.24085 -3.10202 -0.54829
H 5.04712 -4.08403 -1.85431
H 2.42015 -4.71102 -1.85426
H 1.51351 -6.67409 -2.94241
H 0.10992 -7.71129 -2.66421
H 2.86638 -8.03735 -1.37286
H 2.17152 -9.08206 -2.63597
H 1.86155 -10.01458 -0.43438
H 0.40742 -9.63710 -1.10936
H 1.82643 -7.97164 0.86340
H 0.41890 -9.00497 1.20716
H -0.24984 -6.62826 0.82768
H -0.94952 -7.69199 -0.39649
S -5.28769 3.47039 2.31573
C -4.70264 5.05799 1.96157
C -5.34438 6.26744 2.20161
C -4.67604 7.42860 1.87614
C -3.38976 7.37361 1.33271
C -2.75894 6.17184 1.08668
C -3.42406 4.98452 1.39149
N -2.95782 3.67573 1.23444
C -3.82366 2.80432 1.68009
C -3.54483 1.36890 1.72013
C -4.39764 0.48867 2.38726
C -4.03388 -0.83716 2.52716
C -2.79601 -1.26038 2.05391
C -1.96016 -0.38116 1.38183
C -2.34411 0.93303 1.14322
H -6.33680 6.28688 2.63141
H -5.14953 8.38522 2.05173
H -2.87197 8.29537 1.10256
H -1.76169 6.13994 0.68353
H -5.32996 0.84354 2.80999
H -4.69296 -1.52960 3.03346
H -2.48480 -2.28534 2.21586
H -0.98518 -0.72718 1.05483
C 4.12305 3.70429 0.19980
C 2.86481 4.40455 0.58974
C 2.69656 5.11404 1.74673
C 1.43528 5.66993 1.99130
N 0.45752 5.60799 1.09773
C 0.63174 4.93715 -0.03904
S -0.60667 4.80456 -1.21341
N 1.83185 4.33585 -0.27393
C 1.10906 6.33875 3.28532
H 4.69719 3.42737 1.08029
H 4.73289 4.36613 -0.41854
H 3.89199 2.81585 -0.38632
H 3.49370 5.18983 2.47041
H 1.87677 3.64374 -1.03705
H 1.92998 6.27490 3.99531
H 0.22582 5.85816 3.70749
H 0.85501 7.38446 3.10870
B 1.52945 1.75267 3.31271
C 0.40206 2.25374 2.37023
N -0.42770 2.63972 1.65740
H 1.32558 0.56475 3.45598
H 2.58696 1.96062 2.75358
H 1.43408 2.35427 4.35594
O -3.09052 2.53662 -1.03822
N -2.17459 2.30634 -1.92487
C -2.44652 2.04238 -3.14568
C -3.79066 2.00128 -3.64372
N -4.87429 1.96251 -4.01935
C -1.36115 1.69006 -4.01371
N -0.51707 1.37097 -4.72305
```

Output
Highest occupied orbital energy = -9.76 eV
HOMO-LUMO gap = 6.45 eV
Total charge = +1


(5)
Formula: C40H37ClGeI2MnN4O5P
Source: the OMol25 dataset
Level of theory: wB97M-V/def2-TZVPD

```
92
C40H37ClGeI2MnN4O5P | the OMol25 dataset | wB97M-V/def2-TZVPD
Mn -0.44843 -0.30909 0.69437
I 4.04274 1.15778 0.15619
C 3.36934 -0.34220 1.42533
C 4.17468 -0.72012 2.50987
C 3.77743 -1.69153 3.38386
I 5.04777 -2.21534 4.96722
C 2.50387 -2.28751 3.25424
C 1.98697 -3.28871 4.09725
C 0.68765 -3.69661 3.95584
C -0.11331 -3.07692 2.99152
N 0.34291 -2.17510 2.14779
C 1.65003 -1.81055 2.22872
C 2.10788 -0.88948 1.22890
O 1.29946 -0.59820 0.22549
H 5.12703 -0.22647 2.64367
H 2.62099 -3.71684 4.86186
H 0.27441 -4.46630 4.59145
H -1.16323 -3.33744 2.90882
C -2.75979 -2.98557 0.36220
P -1.60844 -1.89455 -0.54757
C -2.77151 -1.16137 -1.75310
C -0.62363 -3.10590 -1.48631
H -3.34016 -3.55916 -0.35883
H -3.43499 -2.39269 0.97959
H -2.20496 -3.67015 1.00149
H -3.14067 -1.93212 -2.42818
H -2.28403 -0.37034 -2.32177
H -3.61139 -0.72944 -1.20665
H -1.27345 -3.84556 -1.95222
H 0.06088 -3.59823 -0.79401
H -0.02977 -2.58717 -2.23738
C 1.24347 2.29770 -3.06562
Ge 0.90508 0.33205 -2.98028
C 2.64080 -0.64376 -3.29901
C 2.66692 -2.01527 -3.52681
C 3.87480 -2.67811 -3.69268
C 5.06715 -1.97169 -3.61406
C 5.04933 -0.60256 -3.39902
C 3.83798 0.06157 -3.25492
C 0.02720 -0.20504 -4.76630
C -1.04150 -1.06818 -4.74917
C -1.88446 -1.23623 -5.86487
C -1.63979 -0.53367 -7.00866
C -0.49392 0.28727 -7.11177
C -0.17786 0.95748 -8.31602
C 0.97362 1.68275 -8.43857
C 1.88363 1.74065 -7.36740
C 1.59962 1.11469 -6.18512
C 0.38520 0.41584 -5.99616
H 1.82608 2.56887 -3.94200
H 1.76473 2.60864 -2.16353
H 0.28546 2.81417 -3.09526
H 1.74098 -2.57652 -3.59206
H 3.88380 -3.74417 -3.88123
H 6.01005 -2.49049 -3.72758
H 5.97504 -0.04448 -3.33530
H 3.83260 1.13360 -3.10089
H -1.26715 -1.62324 -3.84878
H -2.73352 -1.90547 -5.79832
H -2.29811 -0.62380 -7.86382
H -0.86765 0.87683 -9.14740
H 1.20311 2.19313 -9.36420
H 2.81661 2.27552 -7.48690
H 2.33127 1.09297 -5.38958
O -0.87423 3.36254 1.09449
Cl 0.13689 2.47927 0.64557
O 0.41634 1.49259 1.69408
O 1.31177 3.14441 0.26305
O -0.39228 1.68228 -0.46921
C -3.79092 2.03809 1.77545
C -2.87341 1.34736 1.02321
N -2.15727 0.32100 1.51942
C -2.35396 -0.02998 2.80706
C -3.26151 0.62377 3.64033
C -3.99701 1.67239 3.09066
C -3.55429 0.21207 5.02533
C -2.76188 -0.17879 6.03458
C -1.30016 -0.12898 6.19367
C -0.72752 -0.67749 7.34000
C 0.63708 -0.51642 7.50906
N 1.38137 0.15776 6.64426
C 0.74925 0.65727 5.58909
N -0.53802 0.52686 5.31010
H -4.33462 2.85919 1.33285
H -2.71028 1.58978 -0.01662
H -1.82239 -0.90305 3.15526
H -4.72247 2.19547 3.70003
H -4.61474 0.26143 5.24786
H -3.26316 -0.48351 6.94571
H -1.32560 -1.20782 8.06782
H 1.15413 -0.93044 8.36817
H 1.33857 1.22839 4.87932
```

Output
Highest occupied orbital energy (spin up / spin down) = -9.73 / -9.76 eV
HOMO-LUMO gap (spin up / spin down) = 4.90 / 5.72 eV
Multiplicity = 6
Total charge = +1


Computed energy relative to the best compared isomer or geometry (same formula, charge and spin), in the same sequence as the records: 0.0; 37.5; 7.7; 4.0; 75.3 kcal per mole.
Computed total energy, in the same sequence as the records: -63651.101; -115521.100; -253047.819; -113345.380; -184113.896 eV.